Entry 1:
{"formula": "C5H14N3", "method": "ωB97M-V/def2-TZVPD", "symbols": ["C", "C", "N", "C", "C", "N", "C", "N", "H", "H", "H", "H", "H", "H", "H", "H", "H", "H", "H", "H", "H", "H"], "coordinates": [[-2.731, 0.447, -0.532], [-1.165, -0.004, -0.576], [-1.226, -1.439, -0.010], [-0.398, 0.769, 0.523], [1.027, 0.297, 0.542], [1.316, -0.846, 1.333], [1.926, 0.841, -0.343], [3.234, 0.534, -0.553], [-2.912, 0.744, -1.589], [-3.403, -0.359, -0.319], [-2.653, 1.452, 0.006], [-0.761, 0.037, -1.574], [-0.483, -1.976, -0.422], [-0.962, -1.553, 0.974], [-2.222, -1.877, -0.086], [-0.400, 1.816, 0.142], [-0.944, 0.706, 1.474], [1.772, -0.502, 2.228], [2.082, -1.460, 1.016], [1.516, 1.668, -0.909], [3.906, 1.144, -0.956], [3.481, -0.440, -0.371]], "forces_ev_per_a": [[3.399, 2.439, -2.227], [-3.500, -0.015, 3.372], [-1.531, -1.118, -0.379], [0.472, 0.649, -2.074], [1.791, 0.611, -1.781], [1.449, -0.449, 2.338], [-1.622, 0.592, 1.137], [-0.528, -1.996, 0.685], [-0.394, -0.179, 0.646], [-0.550, 0.121, 0.845], [-1.216, -1.780, -0.107], [0.402, -0.386, -0.036], [0.013, -0.898, -0.746], [0.039, 0.883, 0.249], [2.489, 0.643, -0.368], [-0.078, -0.460, 0.649], [0.273, 0.023, -0.233], [-1.087, -0.545, -0.874], [-0.662, 0.462, -0.483], [0.292, 0.260, -0.133], [0.099, 0.258, -0.361], [0.449, 0.886, -0.119]], "smiles": "C[C@H]([NH3+])C/C(N)=C/N", "e_above_lowest_ev": 2.491, "gap_ev": 8.22, "e_homo_ha": -0.4152, "total_charge": 1}

Entry 2:
{"formula": "C5H14N3O", "method": "ωB97M-V/def2-TZVPD", "symbols": ["C", "C", "C", "C", "C", "N", "N", "N", "O", "H", "H", "H", "H", "H", "H", "H", "H", "H", "H", "H", "H", "H", "H"], "coordinates": [[2.221, 0.953, -0.313], [-3.129, -0.221, -1.062], [-1.694, 1.131, 0.581], [1.351, -1.862, 1.652], [-1.859, -0.076, -0.324], [2.234, 0.167, 0.843], [3.494, 1.128, -0.840], [1.373, -0.727, 0.750], [-0.916, -0.788, -0.465], [1.918, 2.030, 0.069], [-3.314, 0.607, -1.764], [-3.164, -1.218, -1.495], [-4.066, -0.257, -0.447], [-0.907, 0.826, 1.279], [-2.524, 1.529, 1.051], [-1.232, 1.860, -0.112], [1.986, -1.826, 2.584], [0.351, -2.155, 1.859], [1.789, -2.780, 1.124], [1.465, 0.761, -1.105], [3.995, 1.925, -0.676], [4.015, 0.283, -1.039], [0.669, -0.882, -0.006]], "forces_ev_per_a": [[-1.000, 5.458, -0.958], [-1.803, -1.025, 0.069], [2.613, -1.099, -1.429], [1.972, -2.017, 0.807], [-2.056, 2.637, 1.153], [-1.714, -2.362, 0.071], [-0.253, -2.908, -1.154], [1.792, -1.284, 1.542], [1.561, -2.155, -0.872], [0.319, -1.896, -0.487], [0.367, -0.405, 0.029], [0.274, 0.227, -0.779], [1.062, 0.507, 0.166], [-0.278, 0.429, 0.217], [-1.732, 0.681, 0.778], [-0.303, 0.127, 0.436], [-0.844, 0.821, -1.064], [-0.938, 0.105, 0.306], [-0.538, 1.410, 0.135], [0.155, -0.741, 0.697], [1.408, 2.031, 0.661], [0.060, 0.427, -0.036], [-0.124, 1.032, -0.289]], "e_above_lowest_ev": 3.501, "gap_ev": [8.61, 8.61], "e_homo_ha": [-0.5027, -0.5027], "total_charge": 1}

Entry 3:
{"formula": "C5H14N4", "method": "ωB97M-V/def2-TZVPD", "symbols": ["H", "N", "C", "N", "C", "H", "H", "H", "H", "H", "C", "C", "C", "N", "N", "H", "H", "H", "H", "H", "H", "H", "H"], "coordinates": [[2.396, -1.055, -0.216], [1.770, -1.745, -0.660], [0.535, -1.393, -0.562], [-0.733, -1.482, 0.114], [-0.991, -1.829, 1.510], [0.211, -2.024, -1.406], [-1.541, -1.054, -0.323], [-0.091, -1.883, 2.123], [-1.648, -1.097, 2.001], [-1.525, -2.784, 1.534], [-1.386, 1.738, 0.587], [-0.189, 0.878, 0.482], [0.597, 0.933, -0.639], [0.071, 1.071, -1.922], [1.911, 1.288, -0.424], [-2.033, 1.442, 1.412], [-0.998, 2.742, 0.794], [-1.947, 1.746, -0.345], [0.275, 0.686, 1.449], [0.799, 1.357, -2.572], [-0.295, 0.195, -2.291], [2.251, 1.195, 0.526], [2.559, 1.077, -1.170]], "forces_ev_per_a": [[0.286, -1.140, 1.397], [1.718, 3.654, 1.407], [-3.466, -6.126, -2.827], [0.720, -1.022, 2.133], [-0.175, 0.703, 0.073], [-1.200, 1.088, -1.498], [0.751, -0.232, -0.405], [0.091, -0.135, -0.278], [0.144, 0.032, -0.066], [0.240, -0.035, 0.134], [-0.836, -0.550, -0.130], [1.507, 1.713, -0.804], [-0.869, 1.682, 2.781], [0.448, 0.038, -0.874], [1.030, -0.173, -0.905], [-0.237, 0.077, -0.039], [-0.351, 0.139, -0.017], [-0.162, 0.234, 0.084], [0.373, -0.050, -0.306], [-0.230, 0.177, 0.036], [-0.084, 0.145, 0.243], [-0.041, 0.143, -0.387], [0.342, -0.365, 0.249]], "smiles": "[H]/N=C/NC.CC=C(N)N", "e_above_lowest_ev": 5.692, "gap_ev": 7.44, "e_homo_ha": -0.2453}

Entry 4:
{"formula": "C5H14NO", "method": "ωB97M-V/def2-TZVPD", "symbols": ["C", "O", "C", "C", "C", "C", "N", "H", "H", "H", "H", "H", "H", "H", "H", "H", "H", "H", "H", "H", "H"], "coordinates": [[-1.603, -0.909, 0.182], [-2.536, -1.167, -0.845], [-0.430, -0.161, -0.479], [0.894, -0.378, 0.246], [0.987, 0.411, 1.569], [2.073, -0.132, -0.679], [-0.815, 1.295, -0.703], [-2.057, -0.347, 0.999], [-1.198, -1.832, 0.594], [-3.424, -1.295, -0.519], [-0.370, -0.619, -1.441], [0.941, -1.413, 0.590], [0.122, 0.363, 2.209], [1.249, 1.450, 1.412], [1.818, -0.008, 2.150], [3.037, 0.004, -0.188], [2.152, -0.940, -1.388], [1.897, 0.750, -1.304], [-0.647, 1.530, -1.719], [-1.844, 1.454, -0.552], [-0.246, 1.944, -0.133]], "forces_ev_per_a": [[0.238, 0.283, -0.037], [0.191, 0.063, -0.425], [-0.765, -0.583, 1.117], [-0.012, 0.552, 1.077], [1.068, -0.186, -0.175], [-0.054, 0.566, -0.424], [0.288, -0.944, -0.617], [0.085, 0.108, 0.049], [-0.043, -0.272, 0.041], [-0.206, -0.003, 0.331], [0.138, -0.116, -0.838], [-0.286, -0.199, -0.442], [-0.550, -0.095, 0.015], [-0.090, 0.348, -0.097], [-0.073, 0.053, -0.065], [-0.146, -0.114, 0.201], [0.157, -0.467, -0.224], [0.072, 0.143, 0.215], [0.046, 0.382, 0.035], [0.146, 0.206, 0.161], [-0.205, 0.274, 0.100]], "e_above_lowest_ev": 1.872, "s2": 0.7505, "gap_ev": [4.20, 11.63], "e_homo_ha": [-0.1261, -0.4069], "spin_multiplicity": 2}

What did the second record say?
{"formula": "C5H14N3O", "method": "ωB97M-V/def2-TZVPD", "symbols": ["C", "C", "C", "C", "C", "N", "N", "N", "O", "H", "H", "H", "H", "H", "H", "H", "H", "H", "H", "H", "H", "H", "H"], "coordinates": [[2.221, 0.953, -0.313], [-3.129, -0.221, -1.062], [-1.694, 1.131, 0.581], [1.351, -1.862, 1.652], [-1.859, -0.076, -0.324], [2.234, 0.167, 0.843], [3.494, 1.128, -0.840], [1.373, -0.727, 0.750], [-0.916, -0.788, -0.465], [1.918, 2.030, 0.069], [-3.314, 0.607, -1.764], [-3.164, -1.218, -1.495], [-4.066, -0.257, -0.447], [-0.907, 0.826, 1.279], [-2.524, 1.529, 1.051], [-1.232, 1.860, -0.112], [1.986, -1.826, 2.584], [0.351, -2.155, 1.859], [1.789, -2.780, 1.124], [1.465, 0.761, -1.105], [3.995, 1.925, -0.676], [4.015, 0.283, -1.039], [0.669, -0.882, -0.006]], "forces_ev_per_a": [[-1.000, 5.458, -0.958], [-1.803, -1.025, 0.069], [2.613, -1.099, -1.429], [1.972, -2.017, 0.807], [-2.056, 2.637, 1.153], [-1.714, -2.362, 0.071], [-0.253, -2.908, -1.154], [1.792, -1.284, 1.542], [1.561, -2.155, -0.872], [0.319, -1.896, -0.487], [0.367, -0.405, 0.029], [0.274, 0.227, -0.779], [1.062, 0.507, 0.166], [-0.278, 0.429, 0.217], [-1.732, 0.681, 0.778], [-0.303, 0.127, 0.436], [-0.844, 0.821, -1.064], [-0.938, 0.105, 0.306], [-0.538, 1.410, 0.135], [0.155, -0.741, 0.697], [1.408, 2.031, 0.661], [0.060, 0.427, -0.036], [-0.124, 1.032, -0.289]], "e_above_lowest_ev": 3.501, "gap_ev": [8.61, 8.61], "e_homo_ha": [-0.5027, -0.5027], "total_charge": 1}